A molecular structure, C21H19FeNO2 at a distorted geometry. Source: the OMol25 dataset; level of theory: ωB97M-V/def2-TZVPD.

Each line ends with the Mulliken spin population.
Element x y z (Å)
H1 -0.9248 1.5256 -1.4864  -0.017
C1 1.1119 -0.4609 1.5917  -0.048
C2 -1.4842 -1.6759 -1.9776  0.085
C3 -0.9615 2.6706 1.4634  0.011
H2 -1.9296 3.8505 3.0100  -0.001
C4 0.6137 -1.2216 2.6717  0.186
H3 0.5032 1.6287 -3.8593  0.011
H4 1.1432 -3.3026 -3.4285  0.017
O1 -3.3720 0.1936 1.2666  -0.003
H5 2.9380 0.3411 0.6810  0.078
C5 -3.3207 2.5232 1.9940  0.009
H6 -3.7129 2.3493 3.0099  -0.002
C6 2.8051 -1.2902 3.6769  0.262
C7 -0.0065 0.9844 -1.7440  -0.075
N1 -1.3552 1.3929 1.1890  0.053
H7 -0.1199 -3.2056 -0.9873  -0.013
H8 -0.8041 -0.5472 0.5621  -0.028
C8 -0.3645 -2.5957 -1.8623  0.079
C9 1.9147 0.1529 -2.8323  0.070
C10 1.4386 -1.6172 3.7006  -0.116
H9 -2.3486 4.3452 1.3281  -0.004
C11 2.5236 -0.1846 1.5379  0.208
H10 -0.4445 -1.5061 2.6522  0.031
Fe1 0.2167 -0.8132 -2.4554  2.734
H11 2.6294 -1.0757 -1.0838  -0.008
H12 3.4579 -1.5426 4.5265  0.031
C12 1.8841 -0.4025 -1.4980  -0.004
C13 -0.4199 -1.7813 -4.0696  -0.007
H13 4.4020 -0.3078 2.5704  -0.008
C14 0.3020 -2.6490 -3.1558  -0.021
C15 -2.1554 3.4955 1.9962  0.006
O2 0.1638 3.1650 1.3353  -0.009
C16 -1.5199 -1.1850 -3.3413  0.048
H14 -0.2313 -1.6713 -5.1457  0.027
C17 0.7438 1.0247 -2.9888  0.114
H15 -4.1415 2.8662 1.3427  -0.001
C18 0.2347 -0.1376 0.5279  0.332
H16 -2.2996 -0.5522 -3.7771  0.014
C19 0.7378 0.1856 -0.7678  0.101
H17 2.7165 0.0011 -3.5581  0.030
C20 -2.6971 1.2142 1.4347  -0.005
H18 1.0194 -2.1273 4.5660  -0.008
H19 -2.2318 -1.4599 -1.2063  -0.048
C21 3.3452 -0.5975 2.5908  -0.111

Results
2S+1: 5
Electronic energy (eV): -62051.8545
Orbital gap (alpha / beta) (eV): 3.71 / 5.51
Max |F| (eV/Å): 2.35
Net charge: -2